DFT (ωB97M-V/def2-TZVPD) results for 2 unconnected molecules or ions with the total composition CH6O2P2 at a distorted geometry.

CARTESIAN COORDINATES (ANGSTROEM)
O 1.50 -0.91 -0.91
P 0.79 0.54 -0.80
P 1.16 0.83 1.34
H 1.05 -1.72 -0.39
H 1.86 1.27 -1.01
H 1.04 2.18 1.23
H -0.22 0.87 1.54
C -1.80 -0.78 -0.22
O -1.77 -0.99 0.92
H -1.09 -1.20 -0.97
H -2.53 -0.10 -0.74

Energy   -23804.614 eV
LUMO level   0.564 eV
F_max   4.62 eV/Å
Structure (SMILES)   O[PH]#[PH2].C=O
HOMO energy   -8.9 eV
Orbital gap   9.46 eV

Charges computed using Mulliken, reported in e: O -0.501; P 0.159; P -0.093; H 0.368; H 0.028; H 0.055; H 0.045; C -0.241; O -0.352; H 0.258; H 0.274

---

DFT (ωB97M-V/def2-TZVPD) results for 2 unconnected molecules or ions with the total composition CH6O3 at a distorted geometry.

CARTESIAN COORDINATES (ANGSTROEM)
C -0.87 -1.15 0.71
O -2.25 -0.96 0.51
H -0.75 -2.05 1.32
H -0.36 -0.31 1.21
H -0.36 -1.29 -0.25
H -2.37 -0.09 0.11
O 2.41 1.85 -1.14
O 1.43 0.88 -1.19
H 1.84 2.62 -1.00
H 1.27 0.51 -0.28

Energy   -7273.124 eV
LUMO level   0.657 eV
F_max   3.13 eV/Å
Structure (SMILES)   CO.OO
HOMO energy   -10.7 eV
Orbital gap   11.31 eV

Charges computed using Mulliken, reported in e: C -0.410; O -0.492; H 0.261; H 0.163; H 0.202; H 0.275; O -0.340; O -0.339; H 0.339; H 0.341

---

DFT (ωB97M-V/def2-TZVPD) results for 2 unconnected molecules or ions with the total composition CH6O3Si at a distorted geometry.

CARTESIAN COORDINATES (ANGSTROEM)
C 1.93 -0.18 -0.57
O 1.92 1.10 -0.50
O 1.97 -0.89 0.52
O -0.37 -1.02 -0.68
Si -1.53 -0.11 -0.14
H 2.05 -0.61 -1.56
H 1.65 1.41 0.38
H 1.47 -1.72 0.40
H -1.10 0.59 1.10
H -2.68 -0.96 0.19
H -1.95 0.94 -1.08

Energy   -15152.470 eV
LUMO level   -0.528 eV
F_max   2.91 eV/Å
HOMO energy   -8.8 eV
Orbital gap   8.23 eV

Charges computed using Mulliken, reported in e: C 0.377; O -0.337; O -0.385; O -0.646; Si 0.424; H 0.337; H 0.390; H 0.405; H -0.225; H -0.174; H -0.167

---

Question: What is the LUMO level in the first record?
Answer: 0.564 eV